(1)
Molecular formula: C17H41N3O8S2
Method: DFT, ωB97M-V/def2-TZVPD

```
71
Properties=species:S:1:pos:R:3:forces:R:3
C 4.358 -1.251 -2.001 0.76 -15.92 -6.22
C 3.015 -1.667 -2.723 3.81 2.44 0.86
O 2.873 -1.312 -3.847 -1.78 -1.26 0.39
N 1.985 -2.182 -1.810 -0.27 -1.18 3.01
H 2.324 -2.730 -0.806 -0.38 1.31 -4.31
H 1.560 -1.419 -1.276 -0.95 2.31 0.32
C 0.937 -2.956 -2.506 2.97 1.63 -1.63
H 5.008 -1.234 -2.804 1.62 1.10 -1.21
H 4.726 -2.296 -1.409 -0.90 3.09 -1.03
H 4.153 -0.579 -1.480 -2.28 10.83 8.32
H 0.174 -3.220 -1.972 -4.36 -0.93 3.96
H 1.545 -3.751 -2.518 0.98 -4.18 -1.92
H 0.527 -2.614 -3.424 0.70 0.79 -0.92
C 2.613 2.279 1.368 -6.83 -4.72 -4.56
C 1.671 2.842 0.151 2.80 -1.17 2.17
O 1.009 3.781 0.217 -1.42 1.38 -0.58
N 1.742 1.939 -1.128 -7.11 6.36 0.17
H 2.589 1.759 -1.271 9.27 -1.95 -1.36
H 1.346 1.161 -0.692 -1.81 -3.45 0.27
C 1.191 2.474 -2.435 -2.16 1.00 -2.15
H 1.894 1.516 1.920 1.22 1.24 -1.20
H 2.731 2.950 2.043 1.71 4.75 3.90
H 3.323 1.706 0.911 2.66 -1.03 -0.47
H 0.221 3.097 -2.287 1.52 -1.42 0.34
H 0.826 1.550 -3.188 1.58 2.57 2.12
H 1.896 3.315 -2.917 -1.09 -2.57 1.07
C -1.174 -2.598 1.277 -0.35 -2.32 2.27
C 0.058 -2.805 2.014 0.30 -4.22 4.87
O 0.091 -3.648 2.984 1.39 4.82 -4.95
N 1.225 -1.913 1.610 -0.15 -0.30 1.66
H 1.789 -2.609 1.162 0.61 -0.25 -0.80
H 1.034 -1.011 0.947 -0.79 -1.19 -0.53
C 2.090 -1.438 2.734 1.58 1.28 -0.56
H -1.269 -3.181 0.378 -0.28 -0.81 -0.05
H -1.151 -1.632 0.976 -0.81 3.29 -0.73
H -1.800 -2.877 2.187 -0.61 0.46 -2.12
H 2.836 -2.173 2.989 -0.20 -0.68 0.35
H 1.486 -1.190 3.640 0.57 0.41 -0.83
H 2.780 -0.653 2.192 -1.69 -0.76 1.68
O 0.830 -0.284 -0.348 -1.67 -0.05 -0.17
H -0.111 -0.045 -0.638 1.83 -0.67 0.72
C -2.998 0.387 -4.443 -0.53 -0.60 -2.19
C -1.872 -0.199 -3.600 0.39 -2.36 -0.45
C -2.485 -0.216 -2.278 0.34 -0.41 4.65
S -3.284 1.387 -2.189 1.93 0.06 0.89
O -2.200 2.360 -2.015 -0.61 -0.65 0.25
O -4.374 1.253 -1.318 -1.65 0.42 2.03
C -3.793 1.557 -3.831 1.93 -0.45 1.13
H -3.687 -0.495 -4.562 0.29 1.16 -0.24
H -2.701 0.763 -5.411 0.37 -0.64 -0.49
H -1.011 0.407 -3.535 1.18 0.67 -0.41
H -1.589 -1.301 -3.850 -0.41 2.07 -0.28
H -1.829 -0.378 -1.229 -1.42 0.67 -2.88
H -3.284 -0.943 -2.123 -0.07 -0.05 -0.39
H -3.489 2.607 -3.875 -0.04 -0.19 -1.55
H -4.812 1.371 -3.938 -1.70 0.12 -0.07
C -1.851 1.171 2.783 -2.91 -0.05 -1.20
C -1.143 2.261 3.535 2.31 3.28 -0.07
C -1.315 2.034 5.019 13.91 -5.00 -5.34
S -1.338 0.279 5.139 -1.39 -2.04 0.13
O -2.422 -0.204 5.879 -2.59 0.16 2.20
O -0.110 -0.339 5.424 3.59 -0.03 0.42
C -1.714 -0.206 3.533 1.89 4.01 -2.75
H -1.509 1.146 1.682 -0.96 -0.03 1.59
H -3.003 1.430 2.912 2.20 -0.39 -0.98
H -1.443 3.364 3.309 0.00 -2.10 -0.01
H 0.002 2.353 3.365 -1.67 -0.71 -0.07
H -2.034 2.315 5.414 -12.23 5.07 6.41
H -0.368 2.291 5.600 -1.40 0.05 -0.61
H -2.411 -0.908 3.295 -2.90 -1.37 0.41
H -0.883 -0.647 3.088 2.22 -0.69 -0.25
```
Forces are in eV/Å.

Molecular weight, g mol⁻¹: 479.66
Largest force on an atom, Eh/bohr: 0.333
Total energy, a.u.: -2233.8383
Total charge: +2
Kohn-Sham gap, eV: 7.825
HOMO level, eV: -14.851



(2)
Molecular formula: C17H41N5O12PY
Method: DFT, ωB97M-V/def2-TZVPD

```
77
Properties=species:S:1:pos:R:3:forces:R:3
C -5.554 2.385 -0.160 0.45 -0.08 1.25
C -4.327 1.679 -0.664 -0.27 -2.56 0.13
C -4.569 0.078 -0.771 -0.19 2.24 -0.20
O -5.733 -0.091 -1.610 0.15 -0.70 1.29
C -6.322 -1.395 -1.507 0.15 -0.26 -0.74
N -3.908 2.223 -1.932 -0.15 -0.16 -1.28
H -4.344 1.845 -2.761 -0.91 0.00 -0.17
H -3.907 3.232 -1.971 0.24 0.33 -0.10
H -2.968 1.879 -2.069 2.99 0.02 -0.48
H -5.858 1.792 0.703 -0.72 -0.03 -0.18
H -6.330 2.518 -0.913 0.01 -0.26 0.19
H -5.292 3.336 0.305 0.05 0.30 -0.39
H -3.425 1.776 -0.059 -0.29 0.15 0.54
H -4.652 -0.210 0.277 -0.75 -0.27 0.07
H -3.700 -0.481 -1.118 0.14 0.23 -0.52
H -7.131 -1.494 -2.231 0.22 0.40 -0.33
H -6.809 -1.700 -0.580 0.38 0.70 0.66
H -5.580 -2.158 -1.741 0.13 -0.08 -0.03
Y 0.843 0.944 -1.442 -0.79 0.57 0.20
O -1.754 0.288 1.827 -0.13 -0.01 0.36
C -0.927 0.427 0.772 0.37 1.03 0.29
O -0.791 -0.385 -0.075 -1.29 -5.65 -3.58
O -0.256 1.445 0.673 1.40 4.08 1.67
H -1.400 1.064 2.269 -0.60 0.47 1.15
P -0.330 2.550 -3.143 -0.10 3.90 -3.25
O -0.945 3.638 -4.095 0.35 -2.72 2.19
O -1.168 1.553 -2.328 -4.70 -1.52 1.38
O 0.515 3.073 -1.985 1.26 2.00 2.15
O 0.654 1.537 -3.698 1.88 -1.74 -1.89
C 0.234 0.468 5.883 -0.60 1.22 0.68
O -0.144 1.360 6.648 0.35 -0.50 -0.79
N 0.946 0.668 4.747 -1.12 -2.16 -0.16
C 1.483 -0.524 3.991 0.25 1.87 0.69
C 1.095 2.016 4.234 0.37 -0.06 0.03
H -0.080 -0.560 6.123 0.57 -0.23 -0.39
H 1.924 -1.258 4.666 -0.19 0.10 0.10
H 2.304 -0.019 3.481 0.04 -0.79 -0.66
H 0.769 -1.008 3.324 -0.01 0.29 -0.11
H 0.206 2.604 4.466 0.34 0.11 0.58
H 2.025 2.368 4.679 -0.19 0.90 0.02
H 1.174 2.107 3.151 0.11 -0.76 -0.16
C -0.125 -2.003 -2.911 1.55 0.63 0.32
O 0.700 -1.095 -2.635 -1.47 -2.05 -0.55
N -0.038 -2.873 -3.927 -0.33 -0.57 0.84
C -1.183 -3.860 -4.028 1.19 0.93 -0.67
C 1.097 -2.957 -4.851 -0.20 -0.88 0.02
H -1.000 -2.323 -2.323 0.16 1.13 0.49
H -1.732 -3.449 -4.875 -0.44 -0.88 -0.14
H -1.833 -3.934 -3.157 0.25 0.77 0.18
H -0.838 -4.890 -4.124 0.29 0.17 -0.63
H 1.484 -3.976 -4.837 -0.13 -0.27 0.14
H 0.785 -2.794 -5.882 -0.01 0.44 0.04
H 1.961 -2.354 -4.569 -0.61 0.49 0.13
C 3.080 2.888 0.714 -2.73 -1.85 -2.40
O 2.487 2.091 -0.085 2.24 2.07 2.16
N 4.010 2.562 1.582 1.17 -0.75 0.00
C 4.475 3.576 2.490 -0.83 -0.20 1.16
C 4.441 1.179 1.791 -0.33 -0.30 -0.28
H 2.810 3.945 0.862 -0.34 -0.15 -0.82
H 3.951 4.520 2.338 0.45 0.10 -0.59
H 5.559 3.679 2.543 -0.13 0.01 -0.12
H 4.045 3.282 3.447 0.66 -0.04 0.61
H 4.432 0.916 2.849 -0.03 0.25 0.11
H 3.746 0.518 1.273 -0.14 0.14 0.00
H 5.429 0.939 1.400 0.15 0.43 -0.05
C 1.882 -1.880 0.314 0.04 -0.96 0.59
O 1.880 -0.690 0.051 0.06 0.87 -0.23
N 2.934 -2.680 0.158 -2.53 0.49 0.97
C 4.113 -2.118 -0.365 1.62 -0.17 -1.14
C 2.769 -4.080 0.522 1.78 -0.26 -0.78
H 1.060 -2.447 0.778 -0.40 0.60 -0.24
H 4.019 -1.048 -0.550 -0.19 -0.08 0.56
H 4.320 -2.508 -1.362 0.10 -0.41 -0.15
H 4.982 -2.342 0.254 0.02 0.09 0.14
H 1.788 -4.475 0.787 -0.26 0.86 -0.12
H 3.092 -4.596 -0.382 0.08 -0.72 0.18
H 3.450 -4.294 1.345 0.12 -0.30 0.04
```
Forces are in eV/Å.

Molecular weight, g mol⁻¹: 627.42
Largest force on an atom, Eh/bohr: 0.133
Total energy, a.u.: -2228.8964
Total charge: -1
Multiplicity: 2
Kohn-Sham gap (alpha / beta), eV: 1.813 / 6.133
HOMO level (alpha / beta), eV: 0.243 / -4.116



(3)
Molecular formula: C17H42Al2BCaCl3F11IN4O8P2
Method: DFT, ωB97M-V/def2-TZVPD

```
92
Properties=species:S:1:pos:R:3:forces:R:3
C 1.105 -4.034 -0.774 -1.04 -0.20 1.00
C 1.092 -2.646 -0.145 -0.80 -0.38 -0.59
C 0.490 -1.555 -1.061 0.36 -0.65 0.39
C -0.973 -1.238 -0.712 1.44 0.68 -0.78
C -1.039 -0.101 0.313 -2.19 -0.21 1.66
C -2.472 -0.028 0.904 -0.24 -0.15 -0.04
C -2.865 -1.258 1.689 0.31 -0.20 1.07
O -2.522 -1.486 2.800 -0.13 0.14 -0.76
I -4.181 -2.743 0.743 0.10 0.26 -0.04
C -0.032 -0.213 1.464 0.98 -0.77 -0.36
N 1.107 0.645 0.982 -0.53 0.82 0.38
B 1.762 1.320 2.125 0.54 -0.63 0.67
O 1.825 2.667 2.192 -0.94 0.13 -0.16
N 2.435 0.429 3.078 0.37 1.00 -1.32
C 3.173 -0.489 2.231 0.42 -0.60 0.14
C 3.453 1.207 3.846 0.64 -0.72 -0.14
C 0.601 1.426 -0.029 -1.01 0.11 0.46
N 1.260 2.154 -0.842 1.29 0.07 0.24
C 2.732 2.314 -0.769 -0.57 0.66 0.65
N -0.768 1.265 -0.146 0.27 -0.84 -1.60
H 2.020 -4.519 -0.485 0.06 -0.46 -0.32
H 1.004 -3.969 -1.841 0.32 -0.21 -0.32
H 0.272 -4.627 -0.382 -0.20 0.08 0.06
H 0.509 -2.729 0.765 0.12 0.09 0.38
H 2.115 -2.366 0.132 -0.02 -0.04 0.03
H 0.599 -1.917 -2.073 -0.08 0.02 -0.30
H 1.129 -0.685 -0.986 -0.11 0.35 -0.30
H -1.444 -2.154 -0.376 -0.13 -0.06 0.50
H -1.497 -0.983 -1.627 -0.25 0.42 -0.05
H -3.228 0.180 0.156 0.08 -0.09 -0.40
H -2.498 0.790 1.619 -0.05 0.07 0.29
H 0.410 -1.183 1.606 -0.29 -0.43 -0.11
H -0.447 0.007 2.444 0.02 0.84 0.03
H 1.358 3.043 2.945 0.45 0.42 0.21
H 3.368 0.014 1.229 -0.13 -0.24 0.67
H 4.195 -0.713 2.656 -0.85 0.07 0.08
H 2.596 -1.445 2.060 0.36 0.64 0.18
H 3.056 2.035 4.407 -0.25 0.21 -0.03
H 4.226 1.512 3.130 -0.08 0.54 0.37
H 3.956 0.544 4.537 -0.04 -0.13 0.33
H 0.754 2.643 -1.564 -0.10 0.02 -0.18
H 3.159 1.425 -0.328 0.09 -0.35 -0.22
H 3.172 2.543 -1.731 -0.08 -0.17 -0.26
H 2.944 3.126 -0.084 0.13 0.27 0.01
H -1.349 2.008 0.206 -0.05 0.16 -0.06
F 3.186 -3.588 -1.767 1.80 1.77 1.17
Ca 4.222 -1.762 0.417 1.12 -1.62 -2.70
O 7.704 -1.707 0.843 -0.74 -0.07 0.03
H 8.674 -1.728 0.882 0.01 0.07 -0.05
C -9.278 -1.757 -3.153 0.02 0.26 -0.16
O -7.873 -1.906 -3.037 0.22 -0.56 0.57
P -7.126 -3.257 -3.481 0.44 0.42 -1.12
O -5.677 -3.111 -3.505 -0.27 0.34 1.09
O -7.867 -3.684 -4.775 -0.30 -0.47 0.36
C -7.731 -2.867 -5.983 -0.20 0.32 -0.42
O -7.609 -4.450 -2.449 -1.11 0.69 0.18
C -6.837 -4.533 -1.205 0.34 -0.31 0.32
H -9.495 -1.020 -3.926 -0.08 -0.04 -0.01
H -9.785 -2.690 -3.430 0.01 0.09 -0.22
H -9.678 -1.396 -2.201 0.06 0.00 0.00
H -6.931 -2.138 -5.889 0.11 -0.09 0.12
H -8.677 -2.358 -6.161 -0.04 -0.11 0.12
H -7.513 -3.530 -6.811 0.07 -0.15 0.11
H -7.511 -4.420 -0.349 -0.07 0.03 -0.07
H -6.070 -3.763 -1.159 -0.11 0.07 -0.20
H -6.365 -5.510 -1.157 -0.06 -0.05 -0.14
Cl -4.554 -3.570 -5.523 0.38 -0.16 -0.54
O -11.597 -0.849 0.139 -0.10 0.09 0.08
H -12.388 -1.166 0.630 -0.04 0.05 0.00
H -10.770 -1.087 0.607 -0.02 0.10 0.15
H -11.646 0.121 -0.022 -0.06 0.02 0.02
Cl 5.273 3.256 6.523 -0.02 -0.02 -0.02
C 6.411 4.116 5.428 0.08 0.12 0.06
C 6.259 3.668 4.008 -0.07 -0.01 -0.12
Cl 6.807 1.972 3.779 -0.01 -0.09 -0.03
H 7.420 3.955 5.795 -0.02 -0.11 0.06
H 6.184 5.177 5.498 -0.06 0.01 -0.06
H 6.857 4.297 3.358 0.15 0.13 -0.12
H 5.226 3.731 3.675 -0.01 -0.04 0.00
F 5.306 3.185 -1.070 -0.46 0.12 -0.02
P 5.866 2.631 -2.543 1.64 0.52 -0.62
F 7.193 3.385 -1.985 -0.13 -0.41 -0.01
F 4.301 2.989 -3.049 -0.31 -0.31 -0.07
F 5.127 1.201 -2.019 -0.63 -0.70 0.78
F 6.895 1.475 -3.100 -0.24 0.25 -0.23
F 6.152 3.406 -3.951 -0.01 0.05 0.37
F 8.505 6.726 0.378 -0.06 -0.04 0.12
Al 8.408 6.821 2.061 -0.16 0.11 0.05
F 6.869 6.218 2.579 0.47 0.04 -0.03
F 8.567 8.427 2.556 -0.11 -0.18 0.00
F 9.625 5.875 2.764 -0.28 -0.05 0.01
Al -9.793 -4.465 -1.757 0.70 -0.58 -0.28
```
Forces are in eV/Å.

Molecular weight, g mol⁻¹: 1039.59
Largest force on an atom, Eh/bohr: 0.065
Total energy, a.u.: -6140.1119
Total charge: +2
Kohn-Sham gap, eV: 0.985
HOMO level, eV: -11.729



- What is the formula in the second record?
  C17H41N5O12PY



- Among the records above, which one has the highest molecular weight?
  C17H42Al2BCaCl3F11IN4O8P2



- Which formula does entry 1 have?
  C17H41N3O8S2



- Which value of total energy does entry 2 give?
  -2228.8964 a.u.